(1)
This record from OMol25 describes the molecule C7H14N2O2 in a non-equilibrium geometry. The level of theory is ωB97M-V/def2-TZVPD.

Geometry as XYZ:
```
25
Properties=species:S:1:pos:R:3:forces:R:3
H -1.24815 -2.64166 -0.48052 1.95 1.77 0.50
N -2.22975 -0.33684 -0.05169 0.24 0.72 1.18
H 1.11403 2.84526 -0.89245 -0.73 -2.42 -0.64
H 1.70579 -2.72591 2.28199 -1.21 1.55 -1.69
O -0.07740 -1.96265 1.17085 1.89 -0.11 -2.10
C -0.34147 -1.89311 -0.27412 -0.87 -0.40 -1.31
H 1.56017 -0.84664 1.96560 -0.20 -2.29 -0.93
N 2.30685 1.07176 -1.29876 -1.49 -0.89 -0.05
C 0.91367 1.73395 -1.27458 0.26 0.46 0.16
H -0.63761 2.30012 1.41895 -1.58 -0.35 -1.65
C -1.26643 1.82672 0.55172 1.94 -0.99 1.22
H -1.85878 2.62623 -0.08512 0.97 -1.99 1.41
H 0.52620 1.83856 -2.38491 0.68 -0.39 2.30
H 0.53362 -2.25681 -0.96004 -1.19 0.69 1.56
H 2.55233 0.72724 -0.32693 -0.51 0.46 -1.66
H 0.58498 0.62466 0.62302 -1.23 0.40 -1.67
C -0.10896 0.94312 -0.26631 0.35 0.08 0.97
O -2.53835 0.26747 2.39482 2.74 2.04 -7.98
H 2.07405 -2.02656 0.56448 -1.58 0.13 1.48
C -0.88500 -0.41090 -0.78037 -1.48 0.17 0.35
H -3.07627 -0.19119 -0.64404 1.08 -0.06 1.02
C -2.10044 0.55166 1.16582 -2.11 -0.74 2.83
H -1.14823 -0.38360 -1.94394 1.00 -0.26 2.43
C 1.35898 -1.91930 1.48416 1.07 1.11 0.93
H 2.28618 0.23843 -1.95760 0.01 1.31 1.36
```
Forces are in eV/Å.

Computed properties:
- SMILES = COC[C@H]1NC(=O)C[C@@H]1CN
- total charge = 0
- energy above the lowest of the compared OMol25 structures with the same formula, charge and spin (kcal per mole) = 104.9

***

(2)
This record from OMol25 describes a structure of composition C7H14N2O2S in a non-equilibrium geometry. The level of theory is ωB97M-V/def2-TZVPD.

Geometry as XYZ:
```
26
Properties=species:S:1:pos:R:3:forces:R:3
H -2.00915 -1.64795 -1.23406 -0.26 0.10 -1.44
C 2.01083 1.09834 -0.74690 -1.49 -0.41 0.85
H 1.17167 -0.64978 1.14156 0.45 -0.13 0.52
H -1.37521 0.00264 2.36494 0.07 0.22 0.24
C -0.70828 1.34686 -0.61475 -3.09 0.87 1.49
H -0.98796 1.61047 -1.64678 1.38 -0.21 0.14
H -1.30940 -2.60155 -0.10068 0.65 1.43 0.54
O 3.15641 -0.20733 1.37512 -0.43 0.63 0.50
H -2.80780 0.73272 -0.81352 -0.77 0.37 -0.54
H -2.34651 1.36452 0.78105 -0.76 0.47 0.62
S 3.38623 -0.03344 -0.06250 1.55 -1.25 -1.43
N -1.94729 -0.57599 0.43054 1.71 -2.55 3.07
O 3.28859 -1.36623 -0.74339 -0.52 1.25 -0.01
C -2.07383 0.74997 -0.04123 1.12 0.07 -1.12
H 0.53502 0.98154 1.67188 0.30 -1.39 -1.09
H 0.94215 -1.59466 -0.76668 -1.31 1.01 -0.79
H -0.17960 -0.72744 -1.99795 0.69 -0.06 -1.13
H -0.68862 -1.56394 1.93917 -0.79 0.25 -0.37
H 2.04555 1.94193 -0.01952 -0.48 -0.53 -0.38
C 0.02251 -0.93646 -0.97552 1.30 -1.64 -0.14
C 0.35311 0.02972 1.04680 0.41 2.32 3.31
C -0.94668 -0.56343 1.54663 -1.04 -0.26 0.39
H 2.04938 1.54465 -1.80044 -0.33 -1.27 1.22
C -1.29430 -1.52854 -0.45260 -1.52 -0.48 -0.82
H -0.57775 2.23972 0.04741 0.66 -0.51 -1.09
N 0.29094 0.35369 -0.32859 2.51 1.69 -2.55
```
Forces are in eV/Å.

Computed properties:
- total charge = 0
- energy above the lowest of the compared OMol25 structures with the same formula, charge and spin (kcal per mole) = 109.4

***

(3)
This record from OMol25 describes a cluster of 2 separate species, C7H14N2O3 in total in a non-equilibrium geometry. The level of theory is ωB97M-V/def2-TZVPD.

Geometry as XYZ:
```
26
Properties=species:S:1:pos:R:3:forces:R:3
H -3.03336 1.56146 0.67783 -0.25 0.17 0.09
N 1.85805 2.60620 0.03040 -0.49 -0.02 0.36
C 1.74927 -1.22781 -0.23499 1.07 0.16 0.47
H -2.94090 -0.81895 1.33178 0.13 0.07 -0.16
C -2.18850 0.96796 0.36300 0.14 -0.19 0.05
C -2.59147 -0.50768 0.33865 0.25 -0.11 0.22
H 0.29457 -2.53776 -0.79426 -0.28 -0.72 -1.20
H -1.35506 1.13374 1.05557 -0.09 0.00 0.00
H 1.10755 -2.12368 1.52673 0.05 -0.15 -0.06
C -1.41759 -1.32461 -0.05988 -0.58 0.06 0.24
H 0.89897 2.80535 -0.26974 0.39 -0.02 0.14
H -3.44890 -0.16627 -1.32306 -0.08 0.02 -0.25
H 1.44458 0.16259 1.37296 0.00 0.02 0.13
O -3.67458 -0.68575 -0.54321 -0.07 -0.04 0.07
H 0.30574 0.31768 0.04025 0.73 -0.10 0.15
C 1.36624 0.14079 0.28542 0.11 0.51 -0.12
O 2.17300 -1.41168 -1.36367 -0.18 -0.06 0.44
C 2.22621 1.24463 -0.33778 0.19 -0.11 -0.16
H 1.70382 -3.20093 0.28007 0.10 0.14 0.39
C -0.44749 -1.92810 -0.42227 -3.35 -0.30 -0.89
H 1.87794 2.71658 1.04898 -0.01 0.01 -0.46
O -1.86530 1.38957 -0.95196 -0.04 0.16 0.13
H -1.06059 0.92722 -1.20314 0.13 -0.08 -0.29
N 1.56418 -2.26796 0.64383 2.17 0.50 0.58
H 3.27361 1.08466 -0.06420 -0.07 0.03 -0.04
H 2.18003 1.14274 -1.42732 0.02 0.06 0.18
```
Forces are in eV/Å.

Computed properties:
- SMILES = C#C[C@H](O)CO.NCCC(N)=O
- total charge = 0
- energy above the lowest of the compared OMol25 structures with the same formula, charge and spin (kcal per mole) = 101.5

***

(4)
This record from OMol25 describes the molecule C7H14N2O3S in a non-equilibrium geometry. The level of theory is ωB97M-V/def2-TZVPD.

Geometry as XYZ:
```
27
Properties=species:S:1:pos:R:3:forces:R:3
H 2.50785 -1.11658 1.73524 -0.63 0.33 -0.81
H -1.02324 -0.68970 0.95620 -0.55 0.21 -0.24
N 0.96554 -0.12715 0.59056 -0.77 -0.07 0.97
O -3.51012 -0.69471 -1.38894 -0.48 -0.57 1.71
O -4.52163 -0.00510 0.80572 -1.24 -1.09 -0.25
C -1.80583 -0.09400 0.48389 -1.28 -0.45 0.24
H -2.23501 3.02828 -0.59004 -0.29 -2.40 -0.41
H 3.19709 -2.35523 -1.29762 -0.60 -0.85 -1.23
C 3.98496 -1.74505 -0.95241 1.84 -0.56 2.79
C 3.29134 -0.56516 -0.25398 1.79 4.18 -0.48
C -2.59034 1.91754 -0.43189 -4.38 5.63 -0.25
C 0.86178 1.13296 0.42468 1.22 0.18 -0.23
O -3.41755 -2.14408 0.67658 0.12 -0.94 -0.05
H 1.82079 -1.91315 0.29639 -0.23 -0.54 0.33
H -0.44578 2.81263 0.09067 0.31 0.56 -0.24
H 1.72023 1.86750 0.29548 -0.64 -0.90 0.24
H 2.87694 0.24486 -0.95917 0.25 -1.68 0.26
C -0.39862 1.76074 0.23000 1.51 1.08 0.32
H 4.08186 0.18914 0.22007 -1.30 -1.94 -0.29
H 4.42349 -2.38837 -0.07605 -0.58 0.98 -1.44
H -3.40723 2.24920 0.38731 1.40 -1.61 -1.81
N -1.56639 1.18811 0.15945 0.21 -3.34 0.16
H -5.34627 -0.60379 0.88946 1.87 1.16 -0.17
H 4.87375 -1.62010 -1.64541 -1.53 0.35 0.61
S -3.36913 -0.87132 0.05442 1.31 1.63 -1.22
H -3.10230 1.49640 -1.38711 1.28 0.55 2.00
C 2.13384 -0.95387 0.68647 1.39 0.11 -0.49
```
Forces are in eV/Å.

Computed properties:
- total charge = 0
- energy above the lowest of the compared OMol25 structures with the same formula, charge and spin (kcal per mole) = 124.7

***

(5)
This record from OMol25 describes the ion C7H14N3 with charge +1 in a non-equilibrium geometry. The level of theory is ωB97M-V/def2-TZVPD.

Geometry as XYZ:
```
24
Properties=species:S:1:pos:R:3:forces:R:3
H 1.97488 -0.52786 1.89028 0.75 -0.62 0.32
H 0.27357 -0.13299 1.98173 0.57 0.59 -0.20
C 1.97962 -0.67578 -1.02634 3.75 -1.55 2.54
C 0.94152 -0.38427 -0.06357 -3.96 0.14 2.74
N 0.17444 -1.65004 0.03405 0.09 0.03 -0.08
N -1.91458 -0.85969 -0.51125 -1.83 0.66 -0.87
H 2.29781 0.15724 -1.50317 1.26 2.50 -1.64
C 1.21086 0.04417 1.42344 -0.15 -0.25 -1.44
N -1.49675 0.46722 -0.15760 0.40 0.65 -1.90
H 1.27825 1.89550 -1.43452 1.69 0.54 -0.66
H -1.94101 1.04860 -0.86044 -0.39 -0.07 -0.33
C -0.08057 0.71022 -0.48887 1.79 -0.33 -0.58
C -2.09076 0.89720 1.09952 -0.81 0.62 3.21
C 0.28313 1.78783 -1.17939 -2.59 -1.18 1.36
H -1.98143 -0.01080 1.77287 -0.31 1.57 -0.39
H 2.92145 -1.14836 -0.52161 -1.57 0.96 -0.59
H -1.61222 1.84113 1.50048 0.12 -1.39 -0.45
H 1.52986 1.06757 1.32634 -0.01 0.51 0.77
C -1.03814 -1.78470 -0.46431 -0.30 2.30 1.35
H -3.18347 1.24787 1.06510 1.46 -1.25 -0.71
H 1.70404 -1.40223 -1.70450 -0.91 -1.21 -1.71
H 0.73722 -2.44683 -0.04623 0.94 -1.27 0.04
H -1.49976 -2.66657 -0.72920 -0.15 -2.41 -0.49
H -0.46797 2.52560 -1.40282 0.15 0.44 -0.29
```
Forces are in eV/Å.

Computed properties:
- SMILES = C=C1[N@H+](C)N=CNC1(C)C
- total charge = +1
- energy above the lowest of the compared OMol25 structures with the same formula, charge and spin (kcal per mole) = 90.6

***

(6)
This record from OMol25 describes the ion C7H14N3O with charge +1 in a non-equilibrium geometry. The level of theory is ωB97M-V/def2-TZVPD.

Geometry as XYZ:
```
25
Properties=species:S:1:pos:R:3:forces:R:3
N 0.14052 -0.43952 0.33444 -1.82 -0.18 1.63
H 1.74856 2.07947 -0.04493 0.49 0.65 0.48
C -0.86605 -1.05997 -1.90893 0.17 -0.60 0.73
C -1.00294 -0.66286 1.29125 2.14 1.03 0.61
C -0.80937 1.81275 1.54822 1.04 -1.49 0.16
O -1.05782 -1.75350 1.76732 -1.10 0.05 0.04
H 0.75076 0.45130 -1.28311 -0.04 -0.11 -1.01
H -0.82335 -0.68038 -2.90368 -0.49 1.07 -0.56
H 0.49886 -2.38615 -2.76423 0.57 0.27 -0.95
H 0.73851 3.43258 0.52777 0.91 0.23 0.02
H -1.18975 2.81235 1.59780 -0.62 0.53 -0.01
C 1.21626 -1.35960 0.43628 2.70 0.94 1.95
C 1.36872 2.58427 0.87373 -3.94 0.41 -4.53
H 1.52245 -1.85435 1.41226 -1.38 1.03 -0.88
H -2.72841 0.55554 1.98165 1.85 0.60 -0.25
H -1.92589 -1.24244 -1.59398 0.99 0.22 -0.23
H -0.54050 -3.21277 -1.82851 -0.03 1.29 0.12
N 0.48604 1.64041 1.36196 -2.21 -2.56 1.73
H -0.87303 0.96377 -0.86583 0.00 -0.77 0.07
H 2.16110 -0.91317 0.07849 -0.44 0.40 0.00
H 2.07906 2.87802 1.50089 3.22 0.90 2.67
C -1.62358 0.63285 1.69947 -1.10 -0.25 -0.42
H 1.05059 -2.07209 -0.28512 -0.62 -2.26 -1.78
N -0.10878 -2.28749 -1.99397 -0.75 -1.12 1.35
C -0.21196 0.08099 -0.93925 0.45 -0.29 -0.93
```
Forces are in eV/Å.

Computed properties:
- total charge = +1
- energy above the lowest of the compared OMol25 structures with the same formula, charge and spin (kcal per mole) = 122.5